No. 1
Entry from the Open Molecules 2025 dataset: C32H50NNaO2Se2 as an isolated structure at a distorted geometry (ωB97M-V/def2-TZVPD).

Element x y z (Å)
Na -1.57 0.56 -1.41
C 2.08 -2.50 4.07
C 0.56 -2.64 4.21
C 0.22 -4.13 4.28
C 0.14 -1.95 5.52
C -0.20 -1.98 3.07
C 0.40 -1.34 2.03
C -0.36 -0.68 1.03
N 0.08 0.00 -0.02
C 1.26 0.42 -0.43
C 2.49 0.39 0.27
C 3.64 0.84 -0.30
C 3.58 1.32 -1.63
C 2.44 1.44 -2.37
C 1.19 1.05 -1.76
O 0.06 1.23 -2.28
C 2.56 2.02 -3.77
C 1.26 2.08 -4.57
C 3.53 1.15 -4.58
C 3.10 3.45 -3.66
C 4.99 0.85 0.41
C 4.91 0.29 1.83
C 5.49 2.30 0.49
C 5.99 0.00 -0.39
C -1.82 -0.73 1.08
O -2.48 -0.14 0.19
C -2.43 -1.44 2.19
C -1.61 -2.00 3.12
C -3.94 -1.58 2.25
C -4.38 -2.36 1.00
C -4.42 -2.35 3.49
C -4.60 -0.20 2.27
H 2.57 -2.96 4.93
H 2.37 -1.45 4.04
H 2.44 -3.00 3.18
H 0.77 -4.61 5.10
H 0.50 -4.63 3.35
H -0.84 -4.29 4.45
H 0.69 -2.35 6.36
H -0.92 -2.09 5.71
H 0.33 -0.88 5.45
H 1.47 -1.36 1.93
H 2.48 0.06 1.29
H 4.50 1.66 -2.07
H 0.81 1.10 -4.67
H 1.48 2.47 -5.56
H 0.53 2.73 -4.09
H 3.15 0.14 -4.65
H 4.52 1.12 -4.13
H 3.64 1.55 -5.59
H 2.44 4.06 -3.05
H 3.17 3.90 -4.65
H 4.09 3.48 -3.21
H 4.23 0.88 2.44
H 5.90 0.34 2.30
H 4.59 -0.75 1.83
H 4.77 2.91 1.03
H 5.64 2.73 -0.49
H 6.45 2.34 1.02
H 5.60 -1.02 -0.49
H 6.94 -0.05 0.13
H 6.16 0.40 -1.38
H -2.06 -2.52 3.95
H -3.91 -3.34 0.98
H -4.10 -1.81 0.11
H -5.46 -2.49 1.00
H -4.05 -3.37 3.49
H -5.50 -2.39 3.48
H -4.11 -1.85 4.40
H -4.34 0.35 1.38
H -4.27 0.36 3.14
H -5.68 -0.31 2.32
C -6.24 0.34 -1.40
Se -4.35 0.11 -1.85
C -4.58 0.04 -3.81
C -4.11 1.32 -4.47
Se -2.19 1.61 -4.09
C -2.35 3.40 -3.36
H -6.78 -0.58 -1.64
H -6.65 1.18 -1.96
H -6.29 0.53 -0.33
H -5.63 -0.17 -4.02
H -3.97 -0.80 -4.15
H -4.64 2.19 -4.09
H -4.25 1.27 -5.56
H -2.64 4.08 -4.16
H -1.38 3.66 -2.96
H -3.10 3.39 -2.56

- Relative energy (zero: lowest compared OMol25 entry of this formula, charge and spin): 13.3 kcal/mol
- Electronic energy: -6419.74924 Eh
- Strongest force on any atom: 2.331 eV Å⁻¹
- Charge: 0
- Highest occupied orbital energy: -6.769 eV
- LUMO: -1.19 eV


No. 2
Entry from the Open Molecules 2025 dataset: a 2-piece molecular cluster, C32H51BF2N3O6S overall at a distorted geometry (ωB97M-V/def2-TZVPD).

Element x y z (Å)
C 1.72 -5.02 0.37
C 2.82 -5.79 -0.52
C 3.31 -4.81 -1.70
C 4.69 -4.04 -1.41
C 4.65 -3.19 -0.01
C 3.79 -1.87 -0.31
C 3.50 -0.98 1.00
C 1.91 -0.78 1.17
C 1.36 0.61 0.57
C 1.84 0.94 -0.93
C 0.73 0.53 -2.06
C 1.14 1.32 -3.40
C 0.00 1.37 -4.53
C -1.51 1.43 -3.97
C -2.22 0.02 -4.28
C -3.64 0.02 -3.51
C -3.53 -1.02 -2.28
C -3.46 -0.16 -0.91
C -4.64 -0.53 0.13
C -4.39 -0.77 1.65
C -2.89 -0.60 2.25
C -2.46 0.93 1.99
C -2.12 1.78 3.32
C -0.65 2.45 3.08
O -0.60 3.65 3.90
C 0.73 4.06 4.20
C 2.05 3.66 3.38
O 0.89 4.84 5.19
C -5.59 -1.17 2.61
N -5.25 -1.42 4.03
C -7.04 -1.30 2.03
C -7.37 -1.04 0.52
N -8.61 -1.09 -0.20
S -8.33 -0.68 -1.85
N -6.62 -0.46 -1.74
C -6.13 -0.67 -0.40
H 0.91 -4.65 -0.37
H 2.11 -4.09 0.91
H 1.29 -5.73 1.16
H 3.69 -6.23 0.07
H 2.25 -6.67 -1.03
H 3.45 -5.38 -2.70
H 2.44 -4.07 -1.91
H 4.78 -3.23 -2.23
H 5.62 -4.70 -1.49
H 4.25 -3.81 0.87
H 5.74 -2.91 0.27
H 2.78 -2.08 -0.81
H 4.38 -1.20 -1.04
H 4.02 0.06 1.00
H 3.86 -1.54 1.94
H 1.70 -0.75 2.31
H 1.30 -1.70 0.79
H 0.22 0.57 0.59
H 1.70 1.49 1.25
H 2.89 0.54 -1.20
H 1.93 2.09 -1.00
H 0.72 -0.62 -2.18
H -0.27 0.83 -1.61
H 2.03 0.74 -3.86
H 1.53 2.38 -3.19
H 0.12 0.52 -5.29
H 0.17 2.35 -5.13
H -2.06 2.22 -4.63
H -1.61 1.80 -2.90
H -1.50 -0.81 -3.95
H -2.42 -0.15 -5.41
H -3.83 1.11 -3.16
H -4.54 -0.24 -4.19
H -4.44 -1.73 -2.32
H -2.60 -1.70 -2.34
H -3.41 0.97 -1.06
H -2.48 -0.48 -0.39
H -2.20 -1.30 1.63
H -2.82 -0.94 3.34
H -1.59 0.94 1.25
H -3.34 1.47 1.45
H -2.18 1.17 4.28
H -2.86 2.66 3.36
H -0.52 2.79 1.98
H 0.15 1.67 3.34
H 2.22 4.42 2.53
H 2.93 3.77 4.11
H 2.07 2.59 2.99
H -5.58 -0.66 4.65
H -5.57 -2.35 4.33
H -7.92 -1.60 2.72
B 4.51 5.69 1.08
O 4.64 5.45 -0.37
C 4.87 4.15 -0.54
O 5.02 3.62 -1.61
C 4.90 3.49 0.77
O 5.08 2.31 0.96
O 4.69 4.38 1.73
F 3.21 6.22 1.37
F 5.52 6.61 1.52

- Electronic energy: -2488.36349 Eh
- Strongest force on any atom: 5.726 eV Å⁻¹
- Charge: -1
- Highest occupied orbital energy: -6.936 eV
- LUMO: 0.13 eV


No. 3
Entry from the Open Molecules 2025 dataset: a 4-piece molecular cluster, C32H51ClNO3P overall at a distorted geometry (ωB97M-V/def2-TZVPD).

Element x y z (Å)
N 9.73 -2.20 -2.76
P 9.25 -0.57 -3.30
O 10.38 0.48 -2.64
C 7.58 -0.31 -2.44
C 7.55 0.67 -1.35
C 6.29 0.89 -0.64
Cl 6.34 2.07 0.72
C 5.08 0.16 -1.02
C 5.15 -0.82 -2.15
C 6.40 -1.07 -2.89
C 3.90 -1.65 -2.58
O 3.91 -2.38 -3.55
C 2.56 -1.55 -1.80
C 1.38 -2.35 -2.10
C 0.13 -2.16 -1.34
C 0.04 -1.15 -0.25
C 1.25 -0.39 0.03
C 2.51 -0.56 -0.71
C 3.73 0.32 -0.29
O 3.52 1.12 0.60
H 9.92 -2.07 -1.75
H 8.84 -2.72 -2.76
H 10.49 0.27 -1.69
H 8.45 1.24 -1.02
H 6.47 -1.80 -3.73
H 1.39 -3.12 -2.91
H -0.79 -2.74 -1.57
H -0.91 -0.97 0.32
H 1.22 0.37 0.86
C -3.30 -4.29 5.43
C -3.01 -2.80 5.59
C -3.14 -2.02 4.29
C -2.17 -2.43 3.18
C -0.69 -2.35 3.55
C -0.23 -0.93 3.88
H -2.60 -4.77 4.76
H -3.23 -4.79 6.40
H -4.31 -4.45 5.05
H -2.02 -2.67 6.03
H -3.72 -2.38 6.32
H -3.01 -0.95 4.51
H -4.16 -2.12 3.91
H -2.35 -1.80 2.31
H -2.39 -3.45 2.86
H -0.10 -2.71 2.71
H -0.46 -3.01 4.39
H -0.40 -0.26 3.04
H 0.84 -0.92 4.11
H -0.75 -0.53 4.75
C -5.31 -1.37 -5.85
C -5.61 -0.45 -4.68
C -4.51 0.58 -4.42
C -3.15 0.00 -4.03
C -3.15 -0.90 -2.80
C -3.57 -0.17 -1.52
H -4.41 -1.97 -5.67
H -6.14 -2.06 -6.01
H -5.16 -0.80 -6.77
H -5.80 -1.04 -3.78
H -6.54 0.09 -4.89
H -4.85 1.27 -3.63
H -4.38 1.20 -5.31
H -2.45 0.82 -3.87
H -2.75 -0.57 -4.88
H -2.14 -1.30 -2.65
H -3.80 -1.77 -2.95
H -2.90 0.67 -1.32
H -3.52 -0.85 -0.67
H -4.59 0.21 -1.59
C -2.97 5.13 1.46
C -1.65 4.92 0.72
C -1.15 3.48 0.78
C -0.82 2.96 2.18
C 0.21 3.77 2.96
C 1.58 3.80 2.29
H -2.87 4.92 2.53
H -3.30 6.17 1.36
H -3.75 4.49 1.06
H -0.90 5.61 1.11
H -1.80 5.19 -0.33
H -0.26 3.39 0.15
H -1.90 2.82 0.33
H -0.47 1.93 2.09
H -1.74 2.91 2.77
H 0.32 3.34 3.96
H -0.14 4.80 3.11
H 1.97 2.78 2.17
H 2.29 4.36 2.90
H 1.54 4.27 1.30

- Electronic energy: -2331.90585 Eh
- Strongest force on any atom: 3.425 eV Å⁻¹
- Charge: 0
- Highest occupied orbital energy: -9.008 eV
- Structure (SMILES): NP(O)c1cc(Cl)c2c(c1)C(=O)c1ccccc1C2=O.CCCCCC.CCCCCC.CCCCCC
- LUMO: -1.39 eV


No. 4
Entry from the Open Molecules 2025 dataset: C32H52BFeN6S3Se2 as an isolated structure at a distorted geometry (ωB97M-V/def2-TZVPD).

Element x y z (Å)
Fe 1.27 -1.03 -2.16
C -0.92 -5.70 -0.79
C -1.16 -4.34 -0.22
C -2.15 -4.07 0.67
C -2.35 -2.74 1.15
N -1.55 -1.79 0.79
N -0.56 -2.04 -0.08
B 0.37 -0.84 -0.32
N -0.28 0.33 -0.88
N 0.09 1.55 -0.39
C -0.76 2.55 -0.48
C -2.00 2.43 -1.13
C -2.22 1.30 -1.91
C -3.42 1.22 -2.80
C -1.28 0.29 -1.85
S -1.16 -1.06 -3.00
C -0.34 3.87 0.14
C 0.97 3.71 0.92
C -0.15 4.92 -0.96
C -1.45 4.32 1.11
N 1.34 -0.55 0.84
N 0.82 -0.05 1.97
C 1.61 0.20 2.98
C 3.00 -0.08 2.90
C 3.54 -0.57 1.75
C 5.00 -0.88 1.60
C 2.65 -0.81 0.66
S 3.19 -1.43 -0.81
C 1.04 0.77 4.26
C 1.30 -0.23 5.40
C 1.73 2.10 4.59
C -0.47 1.01 4.15
C -0.35 -3.24 -0.65
S 0.82 -3.40 -1.86
C -3.49 -2.42 2.11
C -4.81 -2.95 1.53
C -3.61 -0.91 2.31
C -3.19 -3.11 3.44
H -1.53 -6.45 -0.29
H 0.13 -5.96 -0.71
H -1.17 -5.69 -1.86
H -2.81 -4.86 1.01
H -2.73 3.22 -1.09
H -4.28 1.63 -2.28
H -3.63 0.20 -3.10
H -3.28 1.82 -3.71
H 1.78 3.40 0.25
H 0.86 2.94 1.68
H 1.25 4.65 1.39
H 0.69 4.66 -1.60
H 0.06 5.89 -0.51
H -1.05 5.02 -1.57
H -1.76 3.50 1.76
H -2.32 4.69 0.57
H -1.08 5.13 1.73
H 3.63 0.11 3.75
H 5.54 -0.66 2.51
H 5.42 -0.29 0.78
H 5.14 -1.93 1.34
H 2.37 -0.36 5.58
H 0.87 -1.20 5.17
H 0.85 0.14 6.32
H 2.82 2.01 4.58
H 1.43 2.44 5.58
H 1.45 2.88 3.87
H -1.00 0.06 4.16
H -0.71 1.53 3.22
H -0.82 1.60 4.99
H -5.00 -2.52 0.55
H -5.63 -2.68 2.19
H -4.80 -4.04 1.43
H -3.91 -0.42 1.39
H -2.65 -0.49 2.62
H -4.35 -0.70 3.08
H -3.14 -4.20 3.33
H -3.98 -2.89 4.16
H -2.24 -2.77 3.86
C 1.38 2.28 -3.68
Se 2.32 1.31 -2.28
C 3.91 0.86 -3.33
C 3.64 0.04 -4.57
Se 2.48 -1.51 -4.20
C 2.20 -1.95 -6.08
H 2.01 3.09 -4.04
H 0.47 2.68 -3.25
H 1.14 1.61 -4.50
H 4.56 0.32 -2.64
H 4.39 1.80 -3.61
H 4.57 -0.36 -4.97
H 3.14 0.62 -5.34
H 3.17 -2.18 -6.51
H 1.73 -1.12 -6.61
H 1.56 -2.83 -6.12
C -1.05 -0.22 -4.62
H -1.66 -0.78 -5.32
H -0.01 -0.22 -4.94
H -1.42 0.80 -4.54

- Relative energy (zero: lowest compared OMol25 entry of this formula, charge and spin): 34.0 kcal/mol
- Electronic energy: -8864.89980 Eh
- Strongest force on any atom: 1.570 eV Å⁻¹
- Charge: +1
- Highest occupied orbital energy (spin up / spin down): -9.317 / -9.316 eV
- LUMO (spin up / spin down): -2.95 / -2.95 eV


No. 5
Entry from the Open Molecules 2025 dataset: C32H52BN8P2S3SbV as an isolated structure at a distorted geometry (ωB97M-V/def2-TZVPD).

Element x y z (Å)
V -3.82 -12.16 18.22
C 0.06 -11.06 13.29
C 0.25 -12.56 13.40
C -0.37 -13.14 12.08
C 1.75 -12.87 13.51
P -0.68 -13.11 15.00
C -2.52 -12.73 14.73
N -2.96 -11.41 15.10
B -3.16 -10.83 16.42
N -3.41 -9.44 16.17
C -3.56 -8.45 17.18
P -2.00 -7.82 18.04
C -1.44 -6.41 16.84
C -0.87 -7.15 15.64
C -0.32 -5.59 17.43
C -2.54 -5.44 16.39
C -2.91 -7.20 19.59
C -4.34 -6.69 19.28
C -2.07 -6.10 20.27
C -3.00 -8.41 20.57
C -3.52 -9.24 14.79
C -3.90 -8.15 14.06
C -3.95 -8.20 12.62
C -3.70 -9.43 12.05
C -3.40 -10.53 12.77
C -3.24 -10.45 14.15
C -0.85 -14.97 15.12
C -1.96 -15.57 14.24
C 0.43 -15.77 14.83
C -1.17 -15.22 16.60
H 0.61 -10.71 12.42
H 0.48 -10.59 14.18
H -1.00 -10.79 13.38
H 0.17 -12.64 11.24
H -1.39 -12.78 12.10
H -0.29 -14.21 11.94
H 2.24 -12.56 12.56
H 2.02 -13.92 13.67
H 2.22 -12.33 14.30
H -3.00 -13.39 15.42
H -2.79 -12.96 13.70
H -4.13 -8.90 17.99
H -4.21 -7.61 16.82
H -0.15 -7.91 16.00
H -0.40 -6.40 14.98
H -1.60 -7.69 15.02
H 0.53 -6.25 17.67
H -0.65 -5.14 18.33
H 0.00 -4.75 16.79
H -3.50 -5.96 16.08
H -2.22 -4.85 15.51
H -2.69 -4.75 17.24
H -4.33 -5.94 18.45
H -4.75 -6.20 20.19
H -5.01 -7.49 19.02
H -2.24 -5.14 19.81
H -1.00 -6.31 20.31
H -2.37 -5.98 21.32
H -3.52 -9.30 20.23
H -3.64 -8.01 21.41
H -2.03 -8.71 21.00
H -4.07 -7.20 14.54
H -4.20 -7.37 11.97
H -3.78 -9.64 10.99
H -3.31 -11.49 12.29
H -1.92 -15.24 13.19
H -2.97 -15.36 14.57
H -1.82 -16.67 14.29
H 0.83 -15.63 13.82
H 0.16 -16.81 14.96
H 1.30 -15.43 15.44
H -1.92 -14.54 16.96
H -0.25 -15.09 17.17
H -1.53 -16.26 16.76
N -0.49 -10.64 17.86
C -0.38 -11.51 18.84
N 0.84 -11.68 19.43
C 0.78 -12.35 20.56
N 1.92 -12.32 21.31
N -0.29 -13.01 21.05
C -1.39 -12.85 20.33
N -1.53 -12.11 19.24
C -2.60 -13.56 20.79
C -2.54 -14.44 21.85
C -3.67 -15.05 22.35
C -4.82 -14.68 21.69
C -4.82 -13.85 20.54
N -3.72 -13.26 20.14
H 0.35 -10.11 17.63
H -1.31 -10.75 17.26
H 2.74 -11.86 20.91
H 2.00 -12.80 22.19
H -1.56 -14.63 22.25
H -3.74 -15.73 23.21
H -5.80 -15.12 21.91
H -5.78 -13.72 19.97
S -8.16 -13.88 19.20
Sb -7.08 -12.74 17.57
S -5.68 -11.06 18.80
S -4.87 -13.94 17.22

- Electronic energy: -4775.23859 Eh
- Strongest force on any atom: 2.243 eV Å⁻¹
- Charge: -1
- Highest occupied orbital energy (spin up / spin down): -3.851 / -4.098 eV
- Multiplicity: 3
- LUMO (spin up / spin down): 2.03 / 1.98 eV


Q: What is the formula in the fifth record?
A: C32H52BN8P2S3SbV


Q: Which formula does entry 1 have?
A: C32H50NNaO2Se2


Q: The highest strongest force on any atom belongs to which entry?
A: C32H51BF2N3O6S


Q: Which value of electronic energy does entry 4 give?
A: -8864.89980 Eh